98
Properties=species:S:1:pos:R:3:forces:R:3 method="wB97M-V/def2-TZVPD" gap_ev="5.4 / 5.6" multiplicity=3 relative_energy_ev=0.1610
V -9.463549 -7.877263 18.925289 -0.005 0.001 0.095
O -13.001790 -3.174398 20.588117 0.680 -1.215 -0.398
C -12.385277 -4.190307 20.327422 0.034 1.791 1.613
C -12.789146 -5.248084 19.377485 -0.637 -1.205 -2.103
O -13.771748 -5.212434 18.655347 0.535 -0.237 0.648
C -11.667804 -6.238760 19.344777 0.866 0.761 0.747
C -10.645828 -5.782061 20.199742 0.781 -1.323 -1.028
O -9.486688 -6.480934 20.243821 -1.565 0.946 0.396
C -11.028380 -4.601391 20.937876 0.554 0.810 0.818
O -10.430154 -4.051210 21.857957 -0.702 -0.488 -0.892
O -11.448013 -7.296689 18.627688 -0.225 0.206 0.205
S -11.475771 -3.319667 16.925656 0.399 -0.748 0.506
C -11.701671 -1.729382 16.477992 -0.980 1.871 -0.411
C -10.715128 -1.271565 15.646363 -0.639 -0.425 -0.261
C -9.759195 -2.279606 15.343529 -0.752 1.029 0.470
C -9.987386 -3.401376 16.060024 0.618 -1.587 0.132
C -9.051089 -4.534665 16.293166 -1.558 0.255 0.301
C -9.626394 -5.834708 16.690037 3.694 0.862 -0.974
N -8.827730 -6.545030 17.535543 0.031 -0.795 -0.022
C -7.482414 -6.392793 17.449022 0.819 1.026 -0.787
C -6.827654 -5.331737 16.723891 0.661 -2.906 1.762
C -5.373404 -5.355846 16.638797 -0.324 0.106 0.458
C -4.600550 -6.313249 17.311175 -1.889 1.514 -0.917
C -5.278857 -7.236969 18.192795 0.586 1.270 -1.139
C -4.569245 -8.082903 19.026273 0.868 0.119 -0.069
C -5.238412 -9.011687 19.762085 0.950 -0.666 -0.609
C -6.614121 -9.045380 19.694294 -0.978 -0.888 0.689
N -7.320275 -8.228363 18.965135 -0.755 0.983 -0.021
C -6.693300 -7.279472 18.211472 0.863 -0.843 0.232
C -4.506664 -10.061134 20.438200 -0.737 -0.201 1.469
C -3.309437 -9.977760 21.075453 0.988 -0.097 -0.794
C -3.012880 -11.090244 21.874286 1.343 -0.503 1.396
C -4.053931 -11.947374 21.952165 -0.416 -1.788 0.787
S -5.340083 -11.500551 20.941226 -0.041 0.357 -0.067
C -7.713128 -4.332600 16.327369 -0.260 1.566 -1.153
H -12.610634 -1.145122 16.739073 0.857 -0.750 -0.036
H -10.787918 -0.301890 15.188681 0.227 0.198 -0.091
H -9.001444 -2.161094 14.615736 0.899 0.047 -0.354
H -10.617297 -5.953523 16.900677 -2.588 -0.006 0.141
H -4.932227 -4.502248 16.065050 -0.131 -1.117 0.426
H -3.536574 -6.315978 17.111922 0.022 -0.180 0.494
H -3.471624 -8.034581 19.096314 -0.581 0.005 -0.335
H -7.147000 -9.789539 20.323702 0.014 0.552 -0.781
H -2.548009 -9.242333 20.888509 -0.140 0.539 0.023
H -2.049859 -11.245183 22.434303 -1.207 0.290 -0.687
H -4.174390 -12.874568 22.559498 0.378 0.916 -0.712
H -7.314068 -3.347778 16.053649 -0.225 -0.352 0.088
C -13.892063 -8.100320 16.175843 -0.413 1.241 -0.325
C -12.910315 -9.109428 15.655040 -0.139 -0.488 -0.783
N -11.939103 -9.282497 16.684076 2.166 -1.320 0.382
C -10.898167 -10.121097 16.666054 -0.695 -0.418 0.677
S -9.634015 -10.062647 17.847510 0.019 0.614 0.013
N -10.748686 -11.242314 15.923772 -0.071 0.564 -0.098
C -11.532700 -11.871983 14.869632 0.889 -0.106 -1.970
C -10.877763 -13.208646 14.453280 1.128 0.407 -0.631
H -14.755925 -8.031621 15.536556 -0.267 0.080 -0.485
H -13.487690 -7.061435 16.275899 -0.051 -0.939 -0.087
H -14.296219 -8.380938 17.135932 0.113 -0.216 0.479
H -12.377652 -8.786944 14.740741 -0.526 0.018 0.179
H -13.367782 -10.097132 15.465862 -0.149 0.597 -0.106
H -11.924701 -8.589299 17.422079 0.093 0.268 0.182
H -9.776398 -11.528134 16.012121 -0.430 -0.394 -0.226
H -11.518922 -11.197879 13.955798 -0.371 -0.764 1.008
H -12.533541 -12.166577 15.121517 -0.596 0.626 0.609
H -9.827136 -13.017086 14.155490 -0.435 -0.023 -0.059
H -11.370789 -13.663871 13.567197 0.121 0.384 0.716
H -10.785566 -13.944406 15.250759 -0.468 0.064 0.170
C -11.217637 -7.440245 22.797636 -0.276 1.774 0.963
N -9.790788 -7.543873 22.959184 0.021 -1.257 -0.277
C -9.080410 -8.439107 22.267596 -1.096 -0.455 -1.239
Se -9.865290 -9.617154 21.050974 0.540 -0.303 -0.311
N -7.790134 -8.219971 22.461432 0.293 0.893 1.065
C -7.650926 -7.193620 23.368955 0.248 1.065 0.721
C -6.541784 -6.547649 23.928826 -0.563 -0.354 0.040
C -6.727758 -5.618745 24.914956 0.543 1.188 0.614
C -8.015767 -5.167551 25.238372 0.832 -1.206 -0.143
C -9.098621 -5.737298 24.639135 -0.929 -0.631 -1.073
C -8.934194 -6.778634 23.696866 1.099 1.397 1.152
H -11.608562 -8.314704 22.304773 -0.021 -0.143 -0.001
H -11.372834 -6.531970 22.170856 -0.420 -0.851 0.786
H -11.632511 -7.319935 23.816601 -0.159 0.043 -0.659
H -7.017266 -8.732475 22.133111 0.509 -0.841 -0.627
H -5.562202 -6.709704 23.597475 1.269 -0.705 -0.433
H -5.859579 -5.132826 25.442005 -0.905 -0.671 -0.850
H -8.095698 -4.459116 26.017162 -0.422 0.818 0.496
H -10.083990 -5.370589 24.803362 -0.622 0.254 0.311
Te -9.723302 -7.080639 14.351255 0.142 0.244 0.276
C -8.185688 -5.983834 13.357807 -0.411 -0.477 0.751
C -8.438731 -4.705936 12.890747 -1.656 1.437 -0.551
C -7.476938 -3.970611 12.194203 -0.705 0.759 0.170
C -6.241330 -4.519721 11.892192 -0.475 -0.907 0.063
C -6.001003 -5.792142 12.357349 -0.523 -1.509 1.086
C -6.924329 -6.523456 13.168638 0.819 1.337 -1.370
H -9.497113 -4.243204 12.957917 1.910 -0.898 0.170
H -7.774066 -2.957031 11.904987 0.314 -0.357 -0.183
H -5.504847 -4.159788 11.202199 0.050 0.883 -0.072
H -5.094644 -6.289123 12.051851 0.296 -0.080 0.140
H -6.660822 -7.490848 13.547049 0.043 -0.342 0.084



87
Properties=species:S:1:pos:R:3:forces:R:3 method="wB97M-V/def2-TZVPD" gap_ev="5.3 / 5.3" multiplicity=1 charge=+2 relative_energy_ev=3.2745
Pt -0.221517 -0.214036 -0.976430 1.257 1.348 0.313
O -0.200617 3.564164 -1.304530 -0.206 0.569 -0.852
S -0.106217 2.326564 -0.564030 0.202 -0.708 1.115
C -1.466617 2.324464 0.628570 0.189 -0.394 -0.124
C -2.387317 3.353364 0.537570 0.315 0.127 -0.145
C -3.528917 3.310964 1.322070 0.007 -0.162 0.054
C -3.746117 2.232464 2.165970 -0.087 0.038 0.025
C -2.817617 1.207264 2.257070 0.172 0.001 -0.309
C -1.667917 1.233164 1.472070 -0.159 -0.332 0.391
P -0.362017 -0.042136 1.666770 -0.548 -0.347 -0.421
C -0.980117 -1.748436 1.617370 -0.344 -0.301 0.049
C -0.122517 -2.732836 2.127070 -0.217 0.408 -0.087
C -0.450517 -4.067036 1.984270 -0.094 -0.175 -0.189
C -1.608917 -4.438036 1.312070 0.068 0.048 -0.007
C -2.464317 -3.466036 0.813970 0.077 -0.067 -0.053
C -2.154317 -2.125736 0.963070 0.173 0.135 0.502
C -0.019417 0.181964 3.462270 0.482 0.018 -0.297
C 0.893683 1.133164 3.902170 -0.018 -0.063 -0.142
C 0.998983 1.415464 5.253370 0.003 0.009 0.020
C 0.201683 0.747764 6.168370 0.038 0.043 -0.077
C -0.691017 -0.216936 5.730570 -0.059 -0.018 0.079
C -0.800917 -0.515636 4.385170 0.002 0.052 -0.236
C 1.402383 2.434964 0.439270 0.019 -0.255 -0.176
C 1.612583 3.547664 1.233570 -0.094 -0.070 -0.047
C 2.826883 3.683364 1.893470 -0.005 -0.020 -0.090
C 3.813483 2.720264 1.740970 -0.071 0.086 0.049
C 3.593283 1.611064 0.937270 -0.168 -0.133 -0.196
C 2.385683 1.461764 0.259670 -0.084 0.073 0.002
P 2.053283 0.102564 -0.920130 0.625 0.492 0.396
C 3.136283 -1.281236 -0.504930 -0.664 -0.213 -0.057
C 2.501483 -2.473736 -0.164330 -0.253 0.132 0.005
C 3.247383 -3.608736 0.094970 0.109 -0.104 0.047
C 4.631483 -3.553636 0.014670 -0.114 -0.020 0.010
C 5.267083 -2.373836 -0.347530 0.013 0.095 0.015
C 4.524783 -1.238236 -0.622430 -0.046 0.090 -0.082
C 2.688283 0.732364 -2.491130 -0.453 -0.209 -0.069
C 3.714483 1.666064 -2.602030 -0.086 -0.007 0.159
C 4.198083 1.995264 -3.857030 0.043 0.043 -0.092
C 3.649383 1.421464 -4.993930 0.008 -0.001 0.084
C 2.606383 0.514164 -4.885430 0.033 -0.016 -0.100
C 2.135283 0.159864 -3.636630 0.015 0.013 0.126
H -2.197317 4.168464 -0.145730 -0.023 0.074 -0.048
H -4.250217 4.109764 1.260770 -0.078 0.096 0.002
H -4.647417 2.183064 2.756070 -0.091 0.044 0.115
H -2.985117 0.376064 2.925370 -0.045 -0.041 0.118
H 0.792883 -2.447036 2.631670 0.011 -0.028 0.042
H 0.205683 -4.828136 2.375470 0.088 -0.075 0.085
H -1.837217 -5.483136 1.169970 -0.055 -0.087 0.053
H -3.368617 -3.752436 0.298470 -0.111 -0.051 -0.007
H -2.826717 -1.361936 0.603270 0.021 0.027 -0.084
H 1.520583 1.650664 3.191770 0.053 0.079 -0.054
H 1.698383 2.162264 5.591670 0.123 0.089 0.043
H 0.278083 0.976064 7.219470 0.010 0.015 0.114
H -1.314517 -0.736936 6.440570 -0.045 -0.093 0.081
H -1.498717 -1.275136 4.062070 -0.016 -0.045 -0.005
H 0.839583 4.294964 1.330170 -0.078 0.117 0.044
H 3.000283 4.541564 2.523270 0.017 0.105 0.041
H 4.765383 2.838464 2.238770 0.013 -0.023 0.060
H 4.365383 0.865164 0.826970 0.060 -0.039 0.051
H 1.412183 -2.498436 -0.128930 0.184 -0.129 0.087
H 2.754283 -4.535136 0.350270 -0.031 -0.054 0.016
H 5.217883 -4.436936 0.217670 0.043 -0.066 0.013
H 6.344483 -2.342236 -0.426530 0.025 0.007 -0.016
H 5.021483 -0.335936 -0.951030 0.060 0.037 -0.042
H 4.129983 2.138764 -1.722330 0.029 0.020 0.028
H 5.003683 2.707464 -3.959730 0.036 0.045 0.062
H 4.042783 1.681064 -5.963930 -0.006 0.047 -0.113
H 2.173483 0.083764 -5.774830 -0.035 -0.084 -0.081
H 1.340283 -0.569936 -3.532530 0.045 -0.020 -0.095
C -4.841317 0.093464 -0.587530 -0.186 -0.090 -0.198
C -4.460617 -0.367036 -1.955230 -0.332 0.419 0.358
C -5.414217 -0.615736 -2.909630 -0.588 -0.015 0.384
C -5.088617 -0.972636 -4.214230 0.546 0.145 0.569
C -3.749817 -1.119336 -4.564030 0.459 -0.167 -0.488
C -2.744717 -0.896236 -3.660930 0.520 -0.257 -0.363
C -1.310217 -0.989536 -4.048530 -0.142 -0.220 -0.030
C -3.050917 -0.511136 -2.290030 -0.010 -0.049 -0.068
N -2.141417 -0.309936 -1.412130 -0.435 -0.061 0.041
H -5.908817 0.286764 -0.536330 -0.071 0.016 -0.001
H -4.304117 1.006064 -0.331430 0.112 -0.046 0.038
H -4.606517 -0.660336 0.164270 0.035 0.021 0.021
H -6.454317 -0.533436 -2.633430 -0.121 0.098 -0.010
H -5.860017 -1.113336 -4.952530 -0.162 -0.101 -0.094
H -3.495017 -1.426136 -5.567930 0.011 0.072 -0.109
H -1.194617 -1.512836 -4.993730 0.048 -0.013 -0.052
H -0.750617 -1.532936 -3.272030 -0.017 0.108 -0.162
H -0.890417 0.014764 -4.155930 0.044 -0.036 0.062